1.
{
  "formula": "Cl3FeNO3",
  "method": "the ωB97M-V functional and the def2-TZVPD basis",
  "total_charge": -2,
  "multiplicity": 5,
  "total_energy_ev": -79588.008,
  "s2": 6.010,
  "orbital_gap_ha": [0.29415, 0.28506],
  "elements": ["Cl", "O", "O", "Cl", "Fe", "O", "N", "Cl"],
  "xyz": [[1.77, -1.41, -0.37], [-2.34, -0.70, 0.53], [-1.58, -1.71, -1.18], [2.92, 2.45, -0.45], [0.89, 0.97, 0.00], [-0.87, 0.18, -0.54], [-1.54, -0.80, -0.29], [0.77, 1.02, 2.29]]
}

2.
{
  "formula": "C4H11N2",
  "method": "the ωB97M-V functional and the def2-TZVPD basis",
  "total_charge": 1,
  "multiplicity": 1,
  "total_energy_ev": -7297.268,
  "orbital_gap_ha": 0.41789,
  "de_lowest_kcal_mol": 84.9,
  "elements": ["C", "H", "H", "H", "C", "H", "H", "H", "H", "H", "H", "C", "C", "N", "H", "H", "N"],
  "xyz": [[-1.44, 0.53, 0.27], [-1.08, 1.05, 1.14], [-0.29, 0.18, -2.54], [-1.86, -0.50, -2.33], [-0.82, -0.62, -1.91], [3.78, 1.21, 1.94], [-2.22, 1.15, -0.11], [0.32, -0.35, -0.15], [-0.41, -1.56, -2.11], [1.80, 1.85, 0.68], [3.09, -0.44, 1.96], [2.91, 0.57, 1.71], [-1.56, -0.96, 0.46], [-0.55, -0.38, -0.55], [-0.93, -1.42, 1.17], [-2.29, -1.33, -0.14], [1.88, 0.90, 1.06]]
}